Record 1
A structure of composition C16H26Cl3CsF3N3O3Si2, computed with wB97M-V/def2-TZVPD.

Each line ends with the Löwdin charge.
CARTESIAN COORDINATES (ANGSTROEM)
Cs 1.102 0.002 0.586  0.97
C -1.101 -3.028 -2.915  -0.05
N -2.298 -2.734 -2.140  -0.14
C -3.527 -2.519 -2.896  -0.07
C -2.076 -1.936 -1.037  -0.52
O -0.977 -1.474 -0.774  -0.11
N -3.185 -1.697 -0.257  -0.14
C -4.103 -2.777 0.019  -0.07
C -3.043 -0.679 0.771  -0.04
H -1.378 -3.669 -3.751  0.08
H -0.374 -3.554 -2.298  0.09
H -0.625 -2.119 -3.293  0.07
H -3.283 -2.291 -3.934  0.08
H -4.067 -1.664 -2.494  0.09
H -4.184 -3.398 -2.875  0.07
H -3.821 -3.658 -0.558  0.08
H -5.138 -2.518 -0.229  0.08
H -4.064 -3.040 1.082  0.09
H -2.437 0.139 0.377  0.06
H -2.570 -1.073 1.679  0.09
H -4.036 -0.302 1.019  0.08
C -1.528 4.911 -0.516  -0.19
Si -1.774 3.136 0.116  0.32
C -0.722 2.986 1.666  -0.20
C -3.574 3.060 0.731  -0.18
N -1.330 1.933 -0.976  -0.09
C -1.868 1.651 -2.173  -0.41
C -3.013 2.292 -2.739  -0.07
C -3.545 1.926 -3.963  -0.15
C -2.975 0.919 -4.737  -0.17
C -1.827 0.302 -4.235  -0.15
C -1.294 0.648 -3.012  -0.07
H -1.751 5.645 0.265  0.01
H -2.166 5.124 -1.378  0.01
H -0.491 5.054 -0.833  0.02
H -1.028 3.710 2.427  0.03
H 0.337 3.167 1.464  0.02
H -0.804 1.994 2.120  0.00
H -3.761 3.832 1.484  0.02
H -3.771 2.090 1.192  0.00
H -4.294 3.193 -0.080  0.01
H -3.489 3.091 -2.181  0.07
H -4.426 2.448 -4.328  0.08
H -3.389 0.642 -5.698  0.07
H -1.328 -0.465 -4.823  0.09
H -0.398 0.160 -2.651  0.09
Cl 5.250 -3.310 -0.658  -0.13
Si 4.125 -1.675 -1.628  -0.48
Cl 4.931 -1.947 -3.661  -0.12
Cl 5.443 -0.027 -1.023  -0.11
F -0.338 1.559 5.510  0.11
C 0.368 0.415 5.354  -0.54
F -0.309 -0.538 6.017  0.11
F 1.522 0.588 6.022  0.12
C 0.572 0.101 3.833  -0.70
O 1.525 0.703 3.313  -0.17
O -0.266 -0.670 3.340  -0.07

Computed properties:
relative energy (zero: lowest compared OMol25 entry of this formula, charge and spin): 0.00 kJ/mol
spin multiplicity: 1
E_LUMO: 0.143 Ha
orbital gap: 5.66 eV
highest occupied orbital energy: -0.065 Ha
molecular weight: 660.83 g/mol
net charge: -2

***

Record 2
A structure of composition C16H26Cl3N10RbSSi, computed with wB97M-V/def2-TZVPD.

Each line ends with the Löwdin charge.
CARTESIAN COORDINATES (ANGSTROEM)
Rb 1.803 0.107 -1.025  0.53
N -1.122 -1.016 -3.506  0.17
C -1.202 -1.985 -2.559  -0.45
N -2.114 -2.934 -2.749  0.18
C -2.121 -3.877 -1.807  -0.44
N -3.023 -4.864 -1.925  0.17
N -1.298 -3.926 -0.743  0.18
C -0.474 -2.896 -0.649  -0.29
N -0.384 -1.875 -1.498  0.12
C 0.448 -2.912 0.539  -0.22
C 0.799 -4.125 1.113  0.00
C 1.672 -4.118 2.187  -0.04
C 2.139 -2.904 2.660  -0.04
C 1.718 -1.745 2.029  -0.14
N 0.898 -1.738 0.980  0.03
H -1.596 -1.206 -4.373  0.11
H -0.269 -0.489 -3.567  0.10
H -3.623 -4.889 -2.729  0.11
H -3.027 -5.616 -1.262  0.11
H 0.399 -5.043 0.711  0.11
H 1.988 -5.046 2.645  0.11
H 2.822 -2.846 3.497  0.11
H 2.067 -0.776 2.373  0.11
Cl 3.525 -2.118 -1.755  -0.16
Si 4.043 -0.455 -3.226  -0.48
Cl 4.917 -1.684 -4.751  0.01
Cl 5.827 0.277 -2.209  0.00
C 4.573 3.102 -0.019  -0.41
S 2.876 2.859 0.517  0.67
C 2.984 3.483 2.194  -0.41
H 4.828 4.160 -0.054  0.04
H 4.682 2.680 -1.018  0.00
H 5.267 2.572 0.632  0.05
H 3.700 2.911 2.783  0.04
H 2.003 3.393 2.659  0.02
H 3.268 4.535 2.208  0.04
C -1.831 1.749 -1.095  -0.18
N -0.926 1.355 -0.004  -0.12
C -1.610 0.327 0.800  -0.19
N -2.888 0.798 1.334  -0.08
C -3.732 1.200 0.207  -0.17
N -3.112 2.253 -0.603  -0.08
C -2.846 3.400 0.269  -0.17
N -1.977 3.053 1.399  -0.08
C -0.724 2.528 0.856  -0.20
C -2.629 1.981 2.156  -0.17
H -2.005 0.883 -1.738  0.11
H -1.348 2.529 -1.690  0.13
H -0.959 0.031 1.622  0.11
H -1.783 -0.546 0.173  0.11
H -4.689 1.563 0.589  0.12
H -3.917 0.329 -0.426  0.13
H -3.794 3.780 0.655  0.12
H -2.368 4.188 -0.317  0.13
H -0.071 2.241 1.686  0.11
H -0.225 3.312 0.281  0.11
H -3.575 2.354 2.554  0.12
H -1.987 1.696 2.993  0.13

Computed properties:
relative energy (zero: lowest compared OMol25 entry of this formula, charge and spin): 18.88 kJ/mol
spin multiplicity: 1
E_LUMO: -0.006 Ha
orbital gap: 7.21 eV
highest occupied orbital energy: -0.271 Ha
molecular weight: 610.43 g/mol

***

Record 3
A structure of composition C16H26Cl6HgO3PSi, computed with wB97M-V/def2-TZVPD.

Each line ends with the Löwdin charge.
CARTESIAN COORDINATES (ANGSTROEM)
Hg 0.595 0.324 -1.289  0.70
Cl -1.688 -2.775 -0.600  0.57
C -2.428 -2.024 -2.023  -0.73
C -1.906 -0.836 -2.482  -0.23
C -2.527 -0.313 -3.592  -0.73
Cl -1.887 1.187 -4.287  0.54
C -3.636 -0.887 -4.208  -0.72
Cl -4.427 -0.140 -5.571  0.59
C -4.136 -2.086 -3.704  -0.72
Cl -5.526 -2.833 -4.430  0.60
C -3.516 -2.672 -2.602  -0.71
Cl -4.114 -4.194 -1.995  0.59
C -1.628 5.248 3.089  -0.10
C -0.741 4.422 2.176  -0.40
O -0.946 3.051 2.498  -0.33
P -0.715 1.832 1.392  0.75
O -2.000 0.903 1.897  -0.33
C -3.258 1.289 1.369  -0.36
C -3.875 0.150 0.582  -0.08
O 0.320 0.899 2.245  -0.35
C 1.573 1.349 2.746  -0.33
C 2.724 0.934 1.854  -0.13
H -1.457 6.313 2.914  0.06
H -1.409 5.023 4.135  0.06
H -2.682 5.026 2.907  0.06
H 0.310 4.680 2.307  0.06
H -0.975 4.608 1.126  0.08
H -3.157 2.172 0.724  0.09
H -3.903 1.573 2.207  0.10
H -3.277 -0.060 -0.305  0.05
H -4.891 0.410 0.271  0.07
H -3.910 -0.754 1.193  0.07
H 1.679 0.888 3.733  0.10
H 1.561 2.433 2.881  0.09
H 2.683 -0.138 1.657  0.04
H 3.674 1.177 2.340  0.07
H 2.668 1.472 0.907  -0.02
Cl 1.513 3.622 0.039  -0.44
C 4.238 -3.897 -1.637  -0.22
Si 3.279 -2.468 -0.835  0.34
C 4.561 -1.094 -0.607  -0.19
C 2.758 -3.102 0.856  -0.19
C 1.852 -1.922 -1.814  -0.35
H 5.064 -4.237 -1.003  0.01
H 4.659 -3.579 -2.597  0.01
H 3.585 -4.753 -1.834  0.01
H 5.540 -1.376 -1.006  0.01
H 4.686 -0.831 0.446  0.01
H 4.226 -0.192 -1.125  0.02
H 3.582 -3.599 1.377  0.02
H 1.934 -3.817 0.765  0.02
H 2.404 -2.281 1.484  0.01
H 0.923 -2.482 -1.718  -0.08
H 2.024 -1.641 -2.853  -0.05

Computed properties:
relative energy (zero: lowest compared OMol25 entry of this formula, charge and spin): 11.83 kJ/mol
⟨S²⟩: 0.766
spin multiplicity: 2
E_LUMO (alpha / beta): 0.153 / 0.153 Ha
orbital gap (alpha / beta): 4.88 / 6.07 eV
highest occupied orbital energy (alpha / beta): -0.026 / -0.070 Ha
molecular weight: 738.75 g/mol
net charge: -2